Arrangement 1

Computed, not measured: 2 unconnected molecules or ions with the total composition C5H14NO, with ωB97M-V/def2-TZVPD.

Last column: Mulliken charge in e.
Geometry (Å):
O: -0.044 0.915 2.134  -0.61
N: -0.357 -1.493 0.872  -0.15
C: -0.867 -0.950 -1.492  -0.28
C: -0.384 -1.018 -2.933  -1.28
C: 1.318 2.872 1.991  -0.85
C: 0.035 2.125 2.066  0.13
C: 0.094 -1.659 -0.551  -0.63
H: 1.094 -1.241 -0.623  0.34
H: 0.241 -2.001 1.523  0.39
H: -1.316 -1.819 0.992  0.39
H: -0.977 0.089 -1.173  0.33
H: 2.087 2.295 1.484  0.28
H: -1.850 -1.408 -1.408  0.34
H: -0.886 2.731 2.089  0.38
H: 0.127 -2.723 -0.763  0.38
H: -0.315 -0.498 1.170  0.20
H: -1.095 -0.510 -3.581  0.35
H: 0.594 -0.551 -3.058  0.35
H: 1.657 3.052 3.018  0.28
H: 1.166 3.844 1.522  0.32
H: -0.321 -2.052 -3.278  0.35

The value obtained for the LUMO energy is -2.991 eV. As for the spin multiplicity: 1. The calculation puts the orbital gap at 11.2 eV. The charge is +1. As for the molar mass: 104.17 g/mol.

***

Arrangement 2

Computed, not measured: 2 unconnected molecules or ions with the total composition C5H14NO, with ωB97M-V/def2-TZVPD.

Last column: Mulliken charge in e.
Geometry (Å):
O: 0.908 -2.939 -1.013  -0.60
N: -0.975 -0.440 -1.419  0.06
C: 0.479 2.044 1.153  -0.47
C: -1.607 -1.541 -1.529  -0.26
C: -0.689 0.157 -0.073  -0.56
C: 1.114 1.007 2.067  -1.21
C: 0.069 1.466 -0.235  -0.77
H: 0.413 0.300 2.502  0.33
H: -0.057 -0.560 0.438  0.38
H: -0.482 2.272 -0.718  0.40
H: 1.103 2.912 0.934  0.34
H: 1.770 -3.339 -1.057  0.30
H: -0.857 0.113 -2.270  0.33
H: 0.336 -3.677 -1.277  0.32
H: -1.868 -2.019 -2.466  0.34
H: -2.164 -1.835 -0.641  0.32
H: 1.914 0.446 1.565  0.33
H: -0.397 2.512 1.625  0.32
H: -1.659 0.317 0.384  0.35
H: 0.973 1.285 -0.824  0.40
H: 1.677 1.518 2.856  0.35

The value obtained for the LUMO energy is -5.063 eV. As for the spin multiplicity: 1. The calculation puts the orbital gap at 9.9 eV. The charge is +1. As for the molar mass: 104.17 g/mol.

***

Arrangement 3

Computed, not measured: 2 unconnected molecules or ions with the total composition C5H14NO, with ωB97M-V/def2-TZVPD.

Last column: Mulliken charge in e.
Geometry (Å):
O: 2.654 0.783 -1.271  -0.60
N: -0.270 0.476 -0.745  -0.11
C: -0.996 0.669 0.575  0.10
C: -0.684 -1.688 0.273  -0.65
C: -1.730 -0.655 0.702  -0.64
C: 0.141 -1.009 -0.811  -0.49
C: 0.013 0.975 1.653  -1.39
H: 0.587 1.885 1.466  0.41
H: 1.212 -1.059 -0.689  0.19
H: -2.067 -0.876 1.715  0.36
H: 0.551 1.084 -0.725  0.29
H: 2.815 1.521 -1.866  0.29
H: -0.777 0.735 -1.585  0.39
H: -0.471 1.121 2.618  0.38
H: -1.684 1.503 0.465  0.35
H: 3.533 0.395 -1.155  0.29
H: -2.612 -0.676 0.058  0.34
H: -0.033 -1.249 -1.860  0.42
H: -1.132 -2.581 -0.017  0.40
H: 0.020 -1.815 1.085  0.31
H: 0.712 0.167 1.783  0.35

The value obtained for the LUMO energy is -3.020 eV. As for the spin multiplicity: 1. The calculation puts the orbital gap at 12.9 eV. The charge is +1. As for the molar mass: 104.17 g/mol.

***

Arrangement 4

Computed, not measured: 2 unconnected molecules or ions with the total composition C5H14NO, with ωB97M-V/def2-TZVPD.

Last column: Mulliken charge in e.
Geometry (Å):
O: -1.911 -0.537 -2.540  -0.67
N: -1.047 1.159 -0.484  -0.32
C: -0.074 -0.607 0.979  -0.85
C: 1.184 -1.372 1.145  -0.21
C: 1.563 -2.427 0.425  -0.69
C: 0.240 0.646 0.107  0.37
C: 0.791 1.757 1.026  -1.36
H: -1.181 -0.883 -3.051  0.32
H: -0.896 -1.206 0.574  0.45
H: -0.406 -0.161 1.923  0.37
H: 0.852 0.484 -0.777  0.36
H: -0.079 2.365 1.281  0.42
H: -1.866 0.956 0.088  0.38
H: 1.435 2.474 0.510  0.36
H: -1.137 2.148 -0.710  0.37
H: 2.577 -2.771 0.307  0.28
H: 0.764 -2.921 -0.123  0.25
H: -2.758 -0.436 -2.974  0.30
H: -1.261 0.637 -1.361  0.28
H: 1.937 -0.801 1.691  0.27
H: 1.272 1.495 1.962  0.33

The value obtained for the LUMO energy is -3.210 eV. As for the spin multiplicity: 1. The calculation puts the orbital gap at 10.0 eV. The charge is +1. As for the molar mass: 104.17 g/mol.

***

Most stable = arrangement 3

***

Arrangement 1

Computed, not measured: 2 unconnected molecules or ions with the total composition C5H14NO, with ωB97M-V/def2-TZVPD.

Last column: Mulliken charge in e.
Geometry (Å):
O: 0.807 -0.275 -1.575  -0.55
N: -1.119 -0.156 0.443  -0.33
C: -2.822 -2.016 0.401  -1.02
C: 1.682 1.274 -0.002  0.07
C: 1.804 0.121 -0.681  -0.33
C: 2.721 1.836 0.902  -1.07
C: -2.597 -0.476 0.288  -0.38
H: -3.931 -2.180 0.608  0.31
H: 2.336 1.952 1.933  0.26
H: -2.579 -2.508 -0.548  0.32
H: -0.575 -0.203 -0.415  0.30
H: -0.626 -0.702 1.177  0.36
H: 3.609 1.156 0.989  0.33
H: -2.887 -0.005 -0.669  0.34
H: 3.090 2.800 0.533  0.28
H: -3.083 0.005 1.153  0.35
H: -0.975 0.809 0.781  0.41
H: 0.797 1.863 -0.234  0.43
H: 2.679 -0.575 -0.514  0.25
H: 1.054 -1.099 -1.997  0.33
H: -2.258 -2.454 1.257  0.35

The value obtained for the LUMO energy is -3.165 eV. As for the spin multiplicity: 1. The calculation puts the orbital gap at 9.7 eV. The charge is +1. As for the molar mass: 104.17 g/mol.

***

Arrangement 2

Computed, not measured: 2 unconnected molecules or ions with the total composition C5H14NO, with ωB97M-V/def2-TZVPD.

Last column: Mulliken charge in e.
Geometry (Å):
O: 0.231 1.152 1.315  -0.58
N: -0.419 -1.289 0.254  0.00
C: -0.910 -0.789 -2.121  -1.16
C: -0.148 -1.688 -1.157  -0.35
C: 0.155 2.360 1.378  0.17
C: 0.871 3.294 0.480  -0.97
C: 0.360 -2.039 1.258  -0.88
H: -1.412 -1.476 0.413  0.39
H: -0.467 -2.714 -1.322  0.37
H: 0.202 4.063 0.088  0.34
H: -1.988 -0.905 -1.983  0.34
H: 0.927 -1.597 -1.303  0.35
H: -0.669 0.266 -1.992  0.32
H: -0.292 -0.281 0.412  0.27
H: -0.699 -1.087 -3.145  0.37
H: -0.463 2.827 2.159  0.35
H: 1.426 -1.962 1.048  0.36
H: 0.123 -3.100 1.212  0.39
H: 0.197 -1.675 2.268  0.33
H: 1.597 3.861 1.071  0.32
H: 1.376 2.781 -0.332  0.28

The value obtained for the LUMO energy is -2.721 eV. As for the spin multiplicity: 1. The calculation puts the orbital gap at 11.4 eV. The charge is +1. As for the molar mass: 104.17 g/mol.

***

Most stable = arrangement 2

***

Arrangement 1

Computed, not measured: a molecular structure, C3H9N5O, with ωB97M-V/def2-TZVPD.

Last column: Mulliken charge in e.
Geometry (Å):
O: -1.052 -1.751 0.874  -0.46
N: -1.434 -0.891 -0.188  -0.15
N: 0.216 0.802 -0.159  0.01
N: -1.999 1.310 -0.339  -0.70
N: 1.185 -1.555 -0.502  -0.65
N: 2.418 0.038 0.141  -0.77
C: 0.604 2.071 0.412  -0.79
C: 1.258 -0.226 -0.086  0.44
C: -1.107 0.437 -0.125  0.38
H: -0.200 -2.313 0.536  0.45
H: 2.268 1.295 0.257  0.17
H: 0.263 1.848 1.648  0.35
H: -2.933 0.987 -0.488  0.18
H: 1.836 2.164 0.075  0.30
H: 0.342 -1.988 -1.279  0.34
H: -2.486 -0.857 -0.316  0.29
H: 2.127 -1.638 -0.840  0.31
H: -0.039 2.879 -0.465  0.31

The value obtained for the LUMO energy is 0.498 eV. As for the spin multiplicity: 1. The calculation puts the orbital gap at 9.6 eV. As for the molar mass: 131.14 g/mol.

***

Arrangement 2

Computed, not measured: C3H9N5O in the gas phase, with ωB97M-V/def2-TZVPD.

Last column: Mulliken charge in e.
Geometry (Å):
O: -0.364 0.424 1.780  -0.36
N: -0.988 -1.781 -0.013  -0.47
N: 1.663 -0.844 0.144  -0.82
N: -0.207 1.805 1.453  -0.92
N: 0.344 2.002 0.303  0.45
N: -1.522 -0.041 -1.499  -0.66
C: -0.708 -0.670 -0.765  0.25
C: 0.816 1.279 -0.686  -0.33
C: 0.755 -0.215 -0.804  0.26
H: 0.424 3.009 0.184  0.28
H: -0.377 -1.983 0.763  0.18
H: 1.227 1.838 -1.506  0.32
H: -1.964 -1.969 0.161  0.23
H: 1.124 -0.467 -1.807  0.39
H: 1.392 -0.619 1.092  0.34
H: -0.805 0.469 2.635  0.36
H: 1.667 -1.849 0.028  0.27
H: -2.478 -0.390 -1.464  0.22

The value obtained for the LUMO energy is 0.703 eV. As for the spin multiplicity: 1. The calculation puts the orbital gap at 8.0 eV. As for the molar mass: 131.14 g/mol.

***

Most stable = arrangement 2

***

Arrangement 1

Computed, not measured: a molecular structure, C2HCl2N2O, with ωB97M-V/def2-TZVPD.

Last column: Mulliken charge in e.
Geometry (Å):
Cl: 1.800 0.714 1.156  0.13
Cl: -0.068 -1.417 1.517  0.06
O: -2.607 0.975 1.003  -0.17
N: 0.548 2.496 1.225  -0.34
N: -0.556 2.166 0.953  0.28
C: -1.547 1.412 0.964  0.76
C: 0.667 -0.300 0.467  -0.14
H: 0.666 -0.664 -0.557  0.42

The value obtained for the LUMO energy (alpha / beta) is -6.892 / -7.995 eV. As for the spin multiplicity: 1. The calculation puts the orbital gap (alpha / beta) at 7.5 / 6.8 eV. The charge is +1. As for the molar mass: 139.95 g/mol.

***

Arrangement 2

Computed, not measured: a molecular structure, C2HCl2N2O, with ωB97M-V/def2-TZVPD.

Last column: Mulliken charge in e.
Geometry (Å):
Cl: -1.198 1.604 -1.035  0.03
Cl: -1.186 -1.343 -0.349  0.02
O: -0.925 0.372 2.270  -0.02
N: -3.788 0.446 -0.371  0.26
N: -4.827 0.220 -0.583  -0.25
C: -0.759 0.287 1.149  0.33
C: -0.344 0.262 -0.145  0.23
H: 0.692 0.124 -0.532  0.40

The value obtained for the LUMO energy is -6.910 eV. As for the spin multiplicity: 1. The calculation puts the orbital gap at 10.0 eV. The charge is +1. As for the molar mass: 139.95 g/mol.

***

Most stable = arrangement 2